(1)
Formula: C11H23N4O5P
Source: OMol25
Level of theory: the ωB97M-V functional and the def2-TZVPD basis

Last column: natural (NBO) charge in e.
Element x y z (Å)
C  -0.44  2.61  0.45  -0.633
C  -0.63  2.03  -1.00  -0.100
O  0.32  0.95  -1.16  -0.823
P  -0.34  -0.54  -0.97  2.347
O  -1.16  -0.82  -2.16  -1.078
C  1.06  -1.73  -0.96  -0.796
C  2.22  -1.38  0.02  -0.406
C  1.78  -0.57  1.29  -0.245
N  3.02  -0.13  1.99  -0.112
N  3.48  1.12  2.07  -0.313
C  4.65  1.04  2.75  0.230
N  4.96  -0.22  3.11  -0.401
C  3.89  -0.93  2.60  0.549
N  3.87  -2.28  2.77  -0.879
O  -1.15  -0.76  0.43  -0.835
C  -2.50  -0.23  0.42  -0.106
C  -3.39  -1.21  1.25  -0.624
H  -1.16  3.41  0.69  0.244
H  0.63  2.95  0.48  0.176
H  -0.50  1.75  1.15  0.189
H  -0.37  2.84  -1.71  0.213
H  -1.68  1.75  -1.22  0.252
H  0.72  -2.77  -0.81  0.267
H  1.48  -1.70  -1.99  0.280
H  3.04  -0.80  -0.46  0.215
H  2.68  -2.32  0.40  0.218
H  1.24  0.37  1.04  0.256
H  1.15  -1.20  1.96  0.255
H  3.08  1.97  1.69  0.467
H  5.29  1.90  2.96  0.245
H  3.36  -2.76  3.50  0.429
H  4.45  -2.86  2.17  0.427
H  -2.93  -0.07  -0.59  0.261
H  -2.56  0.75  0.95  0.178
H  -4.43  -0.82  1.27  0.233
H  -3.03  -1.24  2.30  0.194
H  -3.41  -2.23  0.82  0.218
C  -3.73  -0.05  -3.99  -0.748
C  -3.93  1.46  -3.87  0.762
O  -3.82  2.12  -4.93  -0.772
O  -4.19  1.88  -2.70  -0.841
H  -3.50  -0.36  -5.01  0.193
H  -2.90  -0.33  -3.34  0.223
H  -4.63  -0.58  -3.66  0.190

Values from the calculation:
LUMO level   -1.83 eV
Frontier orbital gap   0.1323 Eh


(2)
Formula: C6H12N2
Source: OMol25
Level of theory: the ωB97M-V functional and the def2-TZVPD basis

Last column: natural (NBO) charge in e.
Element x y z (Å)
C  -1.03  1.99  -0.30  -0.652
C  -1.08  0.73  0.51  -0.064
C  -0.91  -1.70  -0.12  -0.210
C  0.49  -0.99  -0.46  -0.109
C  0.22  -0.05  0.64  -0.075
C  2.55  0.40  -0.18  -0.422
H  -0.24  2.73  0.16  0.226
H  -0.23  1.74  -1.18  0.214
H  -1.96  2.55  -0.60  0.236
H  -1.17  0.87  1.70  0.209
H  -2.32  -0.34  -1.13  0.386
H  -0.96  -2.23  0.84  0.210
H  -1.36  -2.41  -0.97  0.201
H  0.40  -0.35  -1.41  0.159
H  0.14  -0.48  1.67  0.172
H  2.55  1.15  0.79  0.237
H  3.80  -0.09  -0.19  0.209
H  2.47  0.67  -1.65  0.153
N  -1.83  -0.44  -0.11  -0.674
N  1.47  -0.43  0.32  -0.408

Values from the calculation:
ΔE to the lowest compared entry with this formula, charge and spin   936.6 kJ/mol
LUMO level   0.86 eV
Frontier orbital gap   0.3354 Eh


Q: Among the records above, which one has the lowest LUMO level?
A: C11H23N4O5P


Repeat the second record exactly.
Formula: C6H12N2
Source: OMol25
Level of theory: the ωB97M-V functional and the def2-TZVPD basis

Last column: natural (NBO) charge in e.
Element x y z (Å)
C  -1.03  1.99  -0.30  -0.652
C  -1.08  0.73  0.51  -0.064
C  -0.91  -1.70  -0.12  -0.210
C  0.49  -0.99  -0.46  -0.109
C  0.22  -0.05  0.64  -0.075
C  2.55  0.40  -0.18  -0.422
H  -0.24  2.73  0.16  0.226
H  -0.23  1.74  -1.18  0.214
H  -1.96  2.55  -0.60  0.236
H  -1.17  0.87  1.70  0.209
H  -2.32  -0.34  -1.13  0.386
H  -0.96  -2.23  0.84  0.210
H  -1.36  -2.41  -0.97  0.201
H  0.40  -0.35  -1.41  0.159
H  0.14  -0.48  1.67  0.172
H  2.55  1.15  0.79  0.237
H  3.80  -0.09  -0.19  0.209
H  2.47  0.67  -1.65  0.153
N  -1.83  -0.44  -0.11  -0.674
N  1.47  -0.43  0.32  -0.408

Values from the calculation:
ΔE to the lowest compared entry with this formula, charge and spin   936.6 kJ/mol
LUMO level   0.86 eV
Frontier orbital gap   0.3354 Eh


Q: Look up the frontier orbital gap of the second one.
A: 0.3354 Eh


Q: Which value of frontier orbital gap does entry 1 give?
A: 0.1323 Eh